Entry from the Open Molecules 2025 dataset: 7 unconnected molecules or ions with the total composition H15O7 at a distorted geometry (the ωB97M-V functional and the def2-TZVPD basis).

```
22
H15O7 (the ωB97M-V functional and the def2-TZVPD basis)
O -26.2680 20.6120 -8.2290
H -25.6550 20.7110 -9.0220
H -25.5920 20.9030 -7.5310
H -26.5880 19.6970 -8.1710
O -26.9840 18.2480 -9.6280
H -27.4080 17.6170 -9.0320
H -26.0620 18.0290 -9.7150
O -26.8400 18.4690 -6.6150
H -26.3550 18.6300 -5.8240
H -26.3150 17.8580 -7.1220
O -24.9150 20.9220 -10.5320
H -24.9610 20.4480 -11.3840
H -24.2650 21.6180 -10.6930
O -23.8320 23.1110 -5.1620
H -23.0290 22.9060 -4.6790
H -24.3340 22.3160 -5.3220
O -23.7110 21.0720 -7.6320
H -23.4740 20.2760 -8.0680
H -22.9350 21.1540 -7.0450
O -25.6350 20.9520 -5.4610
H -26.2920 20.6620 -4.8100
H -24.8220 20.5040 -5.2840
```

Highest occupied orbital energy (hartree): -0.523
Energy relative to the best compared isomer or geometry (same formula, charge and spin) (kJ/mol): 218.0
Total charge: +1
HOMO-LUMO gap (Ha): 0.386

These are the natural (NBO) partial charges, in e, on atoms 1 to 2: O -0.819; H 0.553

***

Entry from the Open Molecules 2025 dataset: a single C36H34N6O6S molecule at a distorted geometry (the ωB97M-V functional and the def2-TZVPD basis).

```
83
C36H34N6O6S (the ωB97M-V functional and the def2-TZVPD basis)
N 6.2252 -1.7125 1.1909
C 5.8440 -1.0440 2.2862
O 6.1492 -1.3742 3.4133
C 5.0008 0.2261 2.0333
N 4.2947 0.2118 0.7776
C 4.6351 0.9730 -0.2742
O 5.5510 1.7647 -0.2850
C 3.7077 0.8070 -1.4957
N 3.2456 -0.5625 -1.6789
C 4.1098 -1.5956 -1.6227
O 5.3095 -1.4189 -1.4726
C 3.5098 -2.9584 -1.7218
C 2.8713 -3.3895 -2.8785
C 2.3601 -4.6734 -2.9472
C 2.4736 -5.5259 -1.8613
C 3.1144 -5.0994 -0.7098
C 3.6427 -3.8226 -0.6408
H 4.1495 -3.4857 0.2511
H 3.2104 -5.7642 0.1354
H 2.0684 -6.5253 -1.9164
H 1.8722 -5.0092 -3.8503
H 2.7927 -2.7270 -3.7284
C 1.8056 -0.6531 -1.7226
H 1.4503 -1.5632 -1.2340
H 1.4435 -0.6346 -2.7583
C 1.3370 0.6066 -0.9830
C -0.1099 1.0294 -1.2581
C -0.7276 0.8280 0.1082
N 0.1247 0.4562 0.9795
O 1.3643 0.3292 0.4401
C -2.1281 1.0323 0.4167
C -2.9910 1.5374 -0.5530
C -4.3326 1.7314 -0.2522
C -4.8110 1.4197 1.0189
C -3.9502 0.9145 1.9776
C -2.6146 0.7186 1.6867
H -1.9311 0.3179 2.4167
H -4.3298 0.6726 2.9584
H -5.8555 1.5725 1.2514
N -5.2421 2.2402 -1.1869
C -5.0342 2.5822 -2.4809
O -3.9818 2.5064 -3.0755
C -6.2880 3.1526 -3.1721
N -7.5267 2.7388 -2.5675
C -8.1405 3.6713 -1.7956
O -9.1551 3.4955 -1.1693
C -7.2774 4.9238 -1.8425
H -6.7535 5.0195 -0.8893
C -6.3188 4.6887 -3.0088
H -6.7111 5.1437 -3.9179
H -5.3229 5.0894 -2.8293
H -7.8996 5.8072 -1.9692
H -7.9259 1.8275 -2.7249
H -6.2317 2.8611 -4.2254
H -6.1896 2.3401 -0.8426
H -2.6345 1.7841 -1.5381
H -0.1822 2.0728 -1.5688
H -0.5903 0.4044 -2.0110
C 2.4228 1.6316 -1.3296
H 2.5246 2.3795 -0.5443
H 2.1633 2.1328 -2.2622
H 4.2897 1.1317 -2.3655
H 3.4557 -0.3494 0.7391
H 5.7194 1.0550 1.9778
C 4.0554 0.4541 3.2209
C 2.8365 -0.4069 3.2076
C 1.6407 -0.1183 3.7681
C 0.6635 -1.1413 3.6008
C -0.6577 -1.1867 4.0457
C -1.4402 -2.2780 3.7371
C -0.9287 -3.3375 2.9893
C 0.3807 -3.3263 2.5521
C 1.1673 -2.2305 2.8669
S 2.8389 -1.9865 2.4497
H 0.7875 -4.1467 1.9802
H -1.5627 -4.1796 2.7549
H -2.4652 -2.3179 4.0760
H -1.0497 -0.3699 4.6344
H 1.4382 0.8051 4.2811
H 4.6382 0.2364 4.1232
H 3.7391 1.4986 3.2579
H 6.0243 -1.4092 0.2460
H 6.8423 -2.4990 1.3111
```

Highest occupied orbital energy (hartree): -0.298
Energy relative to the best compared isomer or geometry (same formula, charge and spin) (kJ/mol): 17.4
Total charge: 0
HOMO-LUMO gap (Ha): 0.306

These are the natural (NBO) partial charges, in e, on atoms 1 to 2: N -0.827; C 0.660

***

Entry from the Open Molecules 2025 dataset: a gas-phase ion, C6H5N2O (charge +1) at a distorted geometry (the ωB97M-V functional and the def2-TZVPD basis).

```
14
C6H5N2O (the ωB97M-V functional and the def2-TZVPD basis)
C -1.1235 0.1466 -0.1743
C -0.6598 -1.1665 0.0122
C -0.4178 1.3338 -0.2210
C 0.6155 -1.6148 0.1419
C 0.9254 1.5472 0.1008
C 1.8550 -1.0540 0.1198
N 2.0167 1.9922 0.2696
N 3.0080 -0.8973 -0.1040
O 4.0757 -0.4051 -0.2548
H -2.3001 0.3197 -0.2632
H -1.4411 -2.0197 0.3080
H -0.9286 2.1979 -0.4620
H 0.7634 -2.6256 0.3377
H 2.9419 2.1217 0.5164
```

Highest occupied orbital energy (spin up / spin down) (hartree): -0.497 / -0.497
Energy relative to the best compared isomer or geometry (same formula, charge and spin) (kJ/mol): 428.3
Total charge: +1
HOMO-LUMO gap (spin up / spin down) (Ha): 0.266 / 0.266

These are the natural (NBO) partial charges, in e, on atoms 1 to 2: C -0.001; C -0.267

***

Entry from the Open Molecules 2025 dataset: a single C4H12N2 molecule at a distorted geometry (the ωB97M-V functional and the def2-TZVPD basis).

```
18
C4H12N2 (the ωB97M-V functional and the def2-TZVPD basis)
C -0.5445 0.7584 -1.2954
N -1.6891 -0.0693 -1.8397
C 0.6682 -0.0546 -0.7905
C 0.1940 -0.8581 0.2946
C 0.0503 -0.0048 1.5318
N 1.3916 0.2594 2.1636
H -1.0893 1.3903 -0.6933
H -0.0394 1.3708 -2.1787
H -1.8302 -0.8701 -1.2318
H -2.4847 0.3704 -2.2077
H 1.4195 0.8273 -0.5775
H 1.0943 -0.6765 -1.6306
H 0.9696 -1.6052 0.4637
H -0.6610 -1.6297 0.0758
H -0.4873 0.9189 1.2396
H -0.6348 -0.4160 2.3856
H 1.7043 -0.7423 2.3014
H 1.9139 0.6859 1.3434
```

Highest occupied orbital energy (hartree): -0.323
Energy relative to the best compared isomer or geometry (same formula, charge and spin) (kJ/mol): 210.5
Total charge: 0
HOMO-LUMO gap (Ha): 0.364

These are the natural (NBO) partial charges, in e, on atoms 1 to 2: C -0.214; N -0.892

***

Entry from the Open Molecules 2025 dataset: a molecular structure, C4H8O3 at a distorted geometry (the ωB97M-V functional and the def2-TZVPD basis).

```
15
C4H8O3 (the ωB97M-V functional and the def2-TZVPD basis)
C 0.5337 -1.4807 0.8469
C 0.6291 -0.4051 -0.8120
O -0.2354 -0.7359 -1.6188
C 0.3538 0.2039 0.4677
O -0.1440 1.9218 -1.3717
C -1.0548 0.6634 0.7867
O -1.3267 1.4965 1.6198
H 0.7592 -2.2976 0.1144
H 1.3364 -1.5057 1.5654
H -0.4536 -1.7344 1.2120
H 1.7093 -0.5750 -0.9561
H -0.3835 1.0570 -1.7586
H 1.0960 0.8864 0.9146
H -0.9764 2.3825 -1.2416
H -1.8431 0.1232 0.2313
```

Highest occupied orbital energy (hartree): -0.362
Energy relative to the best compared isomer or geometry (same formula, charge and spin) (kJ/mol): 324.0
Total charge: 0
HOMO-LUMO gap (Ha): 0.382

These are the natural (NBO) partial charges, in e, on atoms 1 to 2: C -0.610; C 0.401

***

Entry from the Open Molecules 2025 dataset: a molecular structure, C33H39MnN2S3SeSi (the ωB97M-V functional and the def2-TZVPD basis).

```
80
C33H39MnN2S3SeSi (the ωB97M-V functional and the def2-TZVPD basis)
Mn -0.6537 1.0954 0.5420
C 4.1783 1.1396 5.6754
Si 3.6518 1.0741 3.8659
C 4.2530 -0.5533 3.1615
C 4.4525 2.5263 2.9937
C 1.7812 1.1988 3.8198
C 1.0241 1.3051 4.9771
C -0.3675 1.3745 4.9313
C -0.9740 1.3382 3.6928
N -0.2771 1.2596 2.5639
C 1.0700 1.1750 2.5964
S 1.7534 1.0173 1.0175
H 5.2683 1.0754 5.7427
H 3.7621 0.3085 6.2513
H 3.8722 2.0727 6.1564
H 5.3417 -0.6287 3.2444
H 3.9706 -0.6461 2.1124
H 3.8104 -1.3925 3.7042
H 5.5432 2.4595 3.0518
H 4.1440 3.4673 3.4571
H 4.1553 2.5530 1.9446
H 1.5179 1.3246 5.9436
H -0.9626 1.4401 5.8317
H -2.0524 1.3698 3.5819
C 0.2149 -3.8534 -4.5417
C -1.0241 -3.2409 -3.8729
C -1.1507 -3.8261 -2.4718
C -2.2774 -3.6247 -4.6727
C -0.8871 -1.7175 -3.8434
C -0.8088 -1.0365 -5.0717
C -0.7076 0.3358 -5.1416
C -0.6795 1.0481 -3.9496
S -0.5835 2.7595 -3.7151
C -0.6176 2.5020 -1.9929
N -0.6943 1.2572 -1.6135
C -0.7363 0.4024 -2.7134
C -0.8418 -0.9904 -2.6624
C -0.5724 3.5751 -1.0228
C -0.4896 4.9233 -1.3831
C -0.4617 5.8817 -0.3897
C -0.5110 5.4744 0.9455
C -0.5868 4.1304 1.2749
C -0.6236 3.1156 0.3024
H 0.1343 -4.9437 -4.5500
H 1.1180 -3.5828 -3.9908
H 0.3302 -3.5141 -5.5735
H -1.2750 -4.9101 -2.5312
H -2.0132 -3.4186 -1.9396
H -0.2639 -3.6272 -1.8709
H -2.3989 -4.7111 -4.6724
H -2.2218 -3.2930 -5.7116
H -3.1686 -3.1811 -4.2230
H -0.8341 -1.6033 -5.9943
H -0.6532 0.8435 -6.0965
H -0.8964 -1.4583 -1.6863
H -0.4445 5.2242 -2.4261
H -0.3921 6.9330 -0.6410
H -0.4807 6.2235 1.7301
H -0.6111 3.8587 2.3266
Se -1.4733 -1.2642 1.1551
C -0.3721 -2.7465 0.6668
C 0.9749 -2.5984 0.3237
C 1.7653 -3.7076 0.0493
C 1.2411 -4.9928 0.1248
C -0.0933 -5.1521 0.4760
C -0.8885 -4.0450 0.7363
H 1.3953 -1.6027 0.2808
H 2.8073 -3.5621 -0.2155
H 1.8632 -5.8557 -0.0823
H -0.5229 -6.1461 0.5404
H -1.9301 -4.1796 1.0038
C -3.7986 3.1181 0.3253
S -3.3417 1.4421 0.8069
C -3.9628 0.5398 -0.6250
H -3.6033 3.2668 -0.7371
H -3.1673 3.8090 0.8784
H -4.8479 3.3164 0.5444
H -5.0436 0.4069 -0.5767
H -3.4650 -0.4284 -0.6116
H -3.6891 1.0727 -1.5372
```

Highest occupied orbital energy (spin up / spin down) (hartree): -0.141 / -0.138
<S²>: 1.00
Energy relative to the best compared isomer or geometry (same formula, charge and spin) (kJ/mol): 2.9
Total charge: -1
HOMO-LUMO gap (spin up / spin down) (Ha): 0.228 / 0.225
Multiplicity: 2

These are the Löwdin partial charges, in e, on atoms 1 to 2: Mn 0.062; C -0.200

***

Entry from the Open Molecules 2025 dataset: a molecular structure, C38H45BaN4O3SSb2 at a distorted geometry (the ωB97M-V functional and the def2-TZVPD basis).

```
94
C38H45BaN4O3SSb2 (the ωB97M-V functional and the def2-TZVPD basis)
Ba 0.4133 1.4783 -0.9689
C -1.3053 -0.6255 -0.5654
C -2.2688 0.6002 -0.1849
C -2.8505 0.1962 1.1747
Sb -0.9204 0.1351 2.3866
C 2.0289 1.0025 1.0295
C 2.8732 1.9605 1.6156
C 4.2477 1.7750 1.7210
C 4.8440 0.6430 1.1786
C 4.0549 -0.3037 0.5459
C 2.6771 -0.1097 0.4482
C -0.3947 -1.9231 2.2467
C -1.3454 -2.9235 2.0485
C -1.0447 -4.2476 2.3297
C 0.1992 -4.5811 2.8511
C 1.1436 -3.5918 3.0754
C 0.8425 -2.2666 2.7891
Sb -0.9253 -1.1814 -2.7697
C 0.6718 -2.4207 -2.1149
C 1.9140 -2.2827 -2.7341
C 3.0131 -2.9920 -2.2653
C 2.8774 -3.8286 -1.1677
C 1.6410 -3.9763 -0.5503
C 0.5393 -3.2819 -1.0267
C -2.4986 -2.6171 -2.6811
C -3.7209 -2.3018 -2.0924
C -4.7029 -3.2723 -1.9529
C -4.4705 -4.5643 -2.4039
C -3.2608 -4.8811 -3.0036
C -2.2748 -3.9121 -3.1385
H -1.8131 -1.5181 -0.2168
H -0.2736 -0.7144 -0.1770
H -2.9385 0.7704 -1.0319
H -1.8399 1.5877 0.0926
H -3.2956 -0.7971 1.1687
H -3.5343 0.9404 1.5810
H 2.4536 2.8648 2.0524
H 4.8569 2.5102 2.2341
H 5.9113 0.4882 1.2708
H 4.5076 -1.2056 0.1475
H 2.0551 -0.9394 0.0909
H -2.3358 -2.6830 1.6787
H -1.7927 -5.0143 2.1731
H 0.4208 -5.6102 3.1038
H 2.1078 -3.8439 3.4977
H 1.5807 -1.4993 2.9923
H 2.0245 -1.6229 -3.5881
H 3.9722 -2.8917 -2.7575
H 3.7344 -4.3747 -0.7953
H 1.5306 -4.6266 0.3069
H -0.4199 -3.4226 -0.5428
H -3.9257 -1.2958 -1.7410
H -5.6484 -3.0193 -1.4909
H -5.2325 -5.3233 -2.2872
H -3.0790 -5.8858 -3.3620
H -1.3277 -4.1800 -3.5932
N -3.7892 5.2880 5.7066
C -3.2064 4.0340 5.6929
C -1.8401 3.8837 5.4499
C -1.2747 2.6236 5.3598
C -2.0643 1.4964 5.5368
C -3.4294 1.6328 5.7764
C -3.9923 2.8869 5.8666
S -1.4118 -0.1072 5.2181
O -2.2492 -0.6177 4.0676
O -1.3541 -0.8623 6.4253
O -0.0813 0.0956 4.5863
H -4.6586 5.3714 6.2071
H -3.1689 6.0653 5.8614
H -1.2170 4.7624 5.3350
H -0.2135 2.5111 5.1825
H -4.0480 0.7529 5.9003
H -5.0506 2.9904 6.0724
C 0.6066 4.2525 -4.6337
N 1.0721 2.9187 -5.0010
C -0.0513 2.0596 -5.3619
C 2.0266 2.3193 -4.1842
N 1.6981 1.2101 -3.5625
N 3.2734 2.8711 -4.1416
C 4.0934 2.4754 -3.0078
C 3.6256 4.1274 -4.7859
H 0.0239 4.2307 -3.6988
H -0.0547 4.6182 -5.4167
H 1.4116 4.9675 -4.5191
H -0.6138 2.5558 -6.1508
H -0.7225 1.8678 -4.5153
H 0.3108 1.1017 -5.7226
H 2.5335 0.7970 -3.1539
H 3.5126 2.5893 -2.0890
H 4.9990 3.0716 -2.9692
H 4.3943 1.4281 -3.0743
H 3.1439 4.1925 -5.7581
H 4.7023 4.1372 -4.9431
H 3.3680 5.0014 -4.1828
```

Highest occupied orbital energy (hartree): -0.355
Energy relative to the best compared isomer or geometry (same formula, charge and spin) (kJ/mol): 321.0
Total charge: +1
HOMO-LUMO gap (Ha): 0.244

These are the Löwdin partial charges, in e, on atoms 1 to 2: Ba 1.664; C -0.565

***

Entry from the Open Molecules 2025 dataset: 6 unconnected molecules or ions with the total composition C43H49INO10P at a distorted geometry (the ωB97M-V functional and the def2-TZVPD basis).

```
105
C43H49INO10P (the ωB97M-V functional and the def2-TZVPD basis)
C 5.0541 0.2098 -3.6702
C 5.2534 1.6269 -4.2422
C 3.9317 2.3338 -4.5727
I 4.5034 4.2297 -5.4453
P 2.9180 2.6134 -2.9399
N 2.3021 2.7336 -1.2643
C 1.6136 3.6457 -3.7669
C 0.1806 3.4308 -3.2772
C -0.7762 4.4332 -3.9860
C -1.0704 5.6562 -3.0947
C -2.0395 3.7450 -4.4861
C -2.9143 3.1717 -3.3387
C -3.5894 1.8932 -3.7657
C -3.6198 0.7548 -3.0534
C -4.6508 -0.3073 -3.3708
C -2.6537 0.4149 -1.9371
H 5.0040 0.2598 -2.5835
H 4.1390 -0.2297 -4.0633
H 5.9102 -0.3994 -3.9543
H 5.7951 2.2802 -3.5532
H 5.8579 1.5926 -5.1494
H 3.3637 1.7415 -5.2942
H 2.7516 1.2214 -2.8347
H 4.0991 3.2372 -2.4560
H 1.5092 2.1193 -1.1125
H 2.0379 3.6781 -1.0066
H 1.8760 4.7015 -3.7089
H 1.6210 3.3724 -4.8227
H -0.1519 2.4157 -3.5057
H 0.0747 3.6046 -2.2096
H -0.2400 4.8223 -4.8557
H -2.0679 6.0607 -3.2668
H -0.9448 5.4508 -2.0322
H -0.3714 6.4581 -3.3394
H -2.6440 4.4676 -5.0390
H -1.7685 2.9445 -5.1761
H -3.7323 3.8715 -3.1559
H -2.3337 3.0163 -2.4332
H -4.0994 1.9049 -4.7276
H -5.1752 -0.6131 -2.4657
H -4.2237 -1.1834 -3.8652
H -5.3955 0.1169 -4.0440
H -1.6894 0.1756 -2.3927
H -2.5062 1.2264 -1.2275
H -2.9678 -0.4895 -1.4168
C 3.5174 -2.3131 -1.0788
C 3.8972 -2.9750 0.0102
C 3.1469 -2.8443 1.2848
O 3.4912 -3.4499 2.2807
C 1.9620 -1.9541 1.3064
C 1.5859 -1.2928 0.2157
C 2.3299 -1.4221 -1.0576
O 1.9807 -0.8199 -2.0523
H 4.0453 -2.3895 -2.0212
H 4.7574 -3.6325 0.0215
H 1.4405 -1.8771 2.2439
H 0.7258 -0.6376 0.2073
C -2.8307 -3.9523 3.7943
C -1.7257 -3.3941 3.3076
C -1.7897 -2.1753 2.4655
O -0.7805 -1.6673 2.0187
C -3.1269 -1.5995 2.1855
C -4.2323 -2.1568 2.6717
C -4.1719 -3.3778 3.5157
O -5.1776 -3.8846 3.9595
H -2.8095 -4.8419 4.4107
H -0.7384 -3.7960 3.4994
H -3.1469 -0.7097 1.5687
H -5.2189 -1.7547 2.4803
C 6.1734 -1.7719 7.4398
C 4.9556 -2.3068 7.4449
C 4.3279 -2.7932 6.1909
O 3.2129 -3.2813 6.1971
C 5.1020 -2.6645 4.9317
C 6.3200 -2.1276 4.9316
C 6.9525 -1.6404 6.1832
O 8.0630 -1.1542 6.1794
H 6.6513 -1.4108 8.3417
H 4.3743 -2.4137 8.3516
H 4.6239 -3.0264 4.0282
H 6.9059 -2.0213 4.0274
C -8.1003 2.3246 -8.3710
C -6.7895 2.1945 -8.1859
C -6.2027 2.1912 -6.8235
O -5.0073 2.0747 -6.6531
C -7.1307 2.3384 -5.6744
C -8.4415 2.4687 -5.8595
C -9.0305 2.4710 -7.2227
O -10.2241 2.5878 -7.3917
H -8.5507 2.3301 -9.3553
H -6.0937 2.0859 -9.0080
H -6.6797 2.3350 -4.6895
H -9.1366 2.5782 -5.0370
C 2.0703 -3.7935 11.6443
C 0.8524 -4.3281 11.6476
C 0.2208 -4.8148 10.3937
O -0.8899 -5.2995 10.3990
C 1.0012 -4.6835 9.1388
C 2.2195 -4.1495 9.1337
C 2.8472 -3.6638 10.3872
O 3.9607 -3.1758 10.3853
H 2.5493 -3.4314 12.5451
H 0.2665 -4.4339 12.5517
H 0.5238 -5.0442 8.2367
H 2.8011 -4.0426 8.2266
```

Highest occupied orbital energy (hartree): -0.310
Total charge: 0
HOMO-LUMO gap (Ha): 0.243

These are the Löwdin partial charges, in e, on atoms 1 to 2: C -0.127; C -0.433

***

Number 1: DFT total energy -14569.0807 eV. Number 2: DFT total energy -69947.6848 eV. Number 3: DFT total energy -11317.6859 eV. Number 4: DFT total energy -7320.8469 eV. Number 5: DFT total energy -10417.6459 eV. Number 6: DFT total energy -174888.7601 eV. Number 7: DFT total energy -76834.4561 eV. Number 8: DFT total energy -84732.7039 eV.